Molecular formula: C17H19BNO12
Method: DFT, ωB97M-V/def2-TZVPD

```
! wB97M-V def2-TZVPD RIJCOSX def2/J DEFGRID3
* xyz -1 1
C -2.29 -6.96 0.34
O 0.68 7.32 -2.60
C 3.30 1.69 2.24
C -0.87 3.57 -2.06
H -1.24 4.23 0.00
C -3.01 -5.98 -0.48
C -2.44 -4.82 -0.82
H 0.63 5.51 -4.50
C 3.74 1.35 0.68
O 2.15 0.83 2.64
O -2.68 1.75 0.98
C -0.92 -6.60 0.81
C -0.35 -5.45 0.47
C -0.30 3.98 -3.37
O 2.44 0.79 0.21
O -1.35 2.45 -1.92
O -0.55 -3.41 -0.71
H 2.61 -1.61 2.39
H 0.41 -1.72 1.23
O -0.31 3.05 -4.39
H -0.73 2.25 -4.01
H -4.01 -6.24 -0.80
C -1.35 1.55 1.62
H 0.15 -0.32 -0.05
O -0.26 -7.52 1.61
H 0.14 7.49 -0.49
C -0.32 5.77 -1.14
C 0.39 -0.53 1.09
C -0.81 0.03 2.05
H -2.63 1.26 0.09
C -0.83 4.55 -0.95
O -2.78 -8.03 0.66
H 0.65 -5.18 0.80
O -0.28 6.69 -0.11
B 1.88 0.10 1.39
C 0.22 5.20 -3.55
H -0.56 0.05 3.21
C -1.06 -4.48 -0.37
H -0.88 -8.27 1.71
H 3.82 2.32 0.00
C 0.23 6.18 -2.46
H 4.27 1.66 2.89
H 2.97 2.82 2.38
N 2.81 -1.13 1.48
H -1.75 -0.68 1.88
O -0.53 2.60 1.86
H 4.68 0.64 0.71
O -3.11 -3.89 -1.59
H 2.53 -1.73 0.66
H -2.49 -3.14 -1.70
*
```

Results
highest occupied orbital energy	-4.0	eV
Kohn-Sham gap	4.1	eV



Molecular formula: C17H19Cl2N3Rh
Method: DFT, ωB97M-V/def2-TZVPD

```
! wB97M-V def2-TZVPD RIJCOSX def2/J DEFGRID3
* xyz -1 5
H -2.04 -1.32 -4.15
H -1.12 1.51 3.09
H -1.40 2.35 5.45
Cl -0.35 -1.76 -2.14
H -2.95 0.46 -2.90
C 2.48 -0.70 -0.96
H 1.01 1.77 -3.50
H -0.23 1.04 1.17
C -0.69 0.98 3.94
C 0.43 -0.44 6.10
C 0.04 -0.21 3.72
N 0.34 -0.64 2.41
H 0.76 -1.02 -4.39
H -0.96 1.99 -2.26
H 1.78 -2.55 0.13
C 1.31 -1.81 0.76
C 0.49 -0.04 -4.75
C -0.29 1.31 7.65
N -0.31 1.73 8.75
C -0.94 1.31 -3.10
C -0.79 -0.27 -5.52
H -0.69 -1.18 -6.13
H -2.93 -0.33 -5.32
C 0.24 0.98 -3.60
Rh 1.07 0.13 -1.88
Cl 1.37 2.18 -0.95
H 2.81 -1.71 -1.24
H 1.34 0.33 -5.34
C 0.93 -1.87 2.06
C 0.55 -0.95 4.80
C -2.21 0.80 -3.63
H -2.69 1.64 -4.14
C -0.24 0.76 6.32
H 1.12 -2.64 2.77
H 0.88 -0.98 6.94
H 3.36 -0.13 -0.68
N 0.94 -0.58 0.27
C -2.06 -0.35 -4.66
H -0.87 0.58 -6.18
H 1.07 -1.89 4.63
C -0.84 1.44 5.25
C 0.28 0.08 1.24
*
```

Results
expectation value of S²	6.0469
highest occupied orbital energy (alpha / beta)	-1.4 / -5.8	eV
Kohn-Sham gap (alpha / beta)	3.8 / 8.0	eV



In g mol⁻¹, the molecular weight values for the records above are, in order, 440.1; 439.2.